i.
Computed, not measured: the molecule C4H4F2, with ωB97M-V/def2-TZVPD.

Each line ends with the natural charge from an NBO analysis.
CARTESIAN COORDINATES (ANGSTROEM)
C  1.176  -1.602  -0.017  0.253
C  0.069  -0.883  -0.326  -0.325
C  -0.282  0.407  -0.093  -0.349
C  -1.453  0.926  -0.369  0.271
H  1.424  -2.649  -0.461  0.176
H  -0.608  -1.493  -1.049  0.217
H  0.346  1.086  0.592  0.238
H  -2.415  0.406  -0.774  0.177
F  2.130  -1.138  0.761  -0.327
F  -1.665  2.200  -0.037  -0.332

Values from the calculation:
- SMILES: F/C=C\C=C\F
- LUMO: 0.938 eV
- Net charge: 0
- Molar mass: 90.07 u

---

ii.
Computed, not measured: the molecule C4H4F2, with ωB97M-V/def2-TZVPD.

Each line ends with the natural charge from an NBO analysis.
CARTESIAN COORDINATES (ANGSTROEM)
C  -2.293  0.664  -0.182  0.304
C  -2.282  -0.669  -0.225  0.283
C  -0.936  -0.022  -0.629  -0.222
C  0.183  0.026  0.334  -0.665
F  -2.965  1.721  0.222  -0.280
F  -2.972  -1.719  0.194  -0.287
H  -0.730  0.016  -1.710  0.199
H  -0.309  0.233  1.312  0.215
H  1.096  0.639  0.317  0.238
H  0.697  -1.032  0.405  0.216

Values from the calculation:
- SMILES: CC1C(F)=C1F
- LUMO: 0.736 eV
- Net charge: 0
- Molar mass: 90.07 u

---

Most stable structure: i

---

i.
Computed, not measured: the molecule C5H7FN2, with ωB97M-V/def2-TZVPD.

Each line ends with the natural charge from an NBO analysis.
CARTESIAN COORDINATES (ANGSTROEM)
C  -0.071  -0.515  1.944  0.258
C  -0.267  -1.352  0.983  -0.321
C  -0.369  -0.735  -0.380  -0.101
C  0.790  -0.551  -1.293  -0.271
C  0.083  1.975  -2.482  -0.124
H  -0.094  0.579  1.932  0.188
H  -0.175  -2.408  1.148  0.236
H  -1.342  -1.124  -0.791  0.221
H  0.773  -0.587  -2.408  0.214
H  1.747  -0.786  -0.859  0.205
H  1.222  2.024  -2.403  0.163
H  -0.425  2.639  -3.215  0.197
N  0.167  0.614  -0.661  -0.267
N  -0.587  1.402  -1.581  -0.239
F  0.025  -0.820  3.296  -0.359

Values from the calculation:
- SMILES: C=NN1C[C@H]1/C=C/F
- LUMO: 1.066 eV
- Net charge: 0
- Molar mass: 114.12 u

---

ii.
Computed, not measured: the molecule C5H7FN2, with ωB97M-V/def2-TZVPD.

Each line ends with the natural charge from an NBO analysis.
CARTESIAN COORDINATES (ANGSTROEM)
C  -1.495  -0.015  -0.414  0.168
C  -0.937  0.888  0.707  -0.241
C  1.329  -0.084  0.360  0.383
C  0.873  -0.483  -0.941  -0.244
C  -0.403  -0.636  -1.270  -0.166
H  -2.146  0.493  -1.007  0.170
H  -0.858  1.907  0.277  0.182
H  -1.712  0.861  1.483  0.227
H  0.655  0.661  2.109  0.407
H  3.086  -0.850  0.250  0.335
H  1.640  -0.656  -1.678  0.218
H  -0.695  -1.089  -2.201  0.214
N  0.341  0.380  1.199  -0.600
N  2.485  -0.339  0.895  -0.691
F  -2.165  -1.037  0.231  -0.363

Values from the calculation:
- SMILES: [H]/N=C1\C=C[C@@H](F)CN1
- LUMO: 0.514 eV
- Net charge: 0
- Molar mass: 114.12 u

---

Most stable structure: ii

---

i.
Computed, not measured: C19H22N2O2 as an isolated structure, with ωB97M-V/def2-TZVPD.

Each line ends with the natural charge from an NBO analysis.
CARTESIAN COORDINATES (ANGSTROEM)
C  4.650  0.847  -0.963  -0.638
C  3.300  0.277  -0.551  -0.009
C  2.868  0.079  0.732  -0.192
C  1.855  -0.572  1.022  -0.259
C  1.117  -0.822  0.053  -0.172
C  1.377  -0.783  -1.375  0.180
C  2.674  -0.320  -1.701  -0.028
C  2.945  0.068  -3.178  -0.608
H  4.003  -0.254  -3.285  0.218
H  2.894  0.989  -3.451  0.199
H  2.229  -0.749  -3.915  0.219
N  0.348  -1.003  -2.559  -0.492
C  -0.499  -1.935  -2.075  -0.207
C  -1.998  -1.514  -1.518  -0.215
N  -1.894  0.090  -1.698  -0.374
C  -1.591  0.757  -0.734  0.622
O  -1.160  1.981  -0.862  -0.712
C  -1.867  0.388  0.688  -0.241
C  -1.392  1.065  1.727  -0.195
C  -1.443  0.551  3.044  0.258
C  -0.734  1.221  4.142  -0.296
C  -1.341  0.300  5.169  -0.284
C  -2.386  -0.408  4.736  0.074
O  -2.364  -0.412  3.399  -0.402
H  -3.135  -0.800  5.147  0.184
H  -1.116  0.600  6.389  0.212
H  0.193  1.876  4.300  0.266
H  -0.630  1.743  1.428  0.252
H  -2.648  -0.362  0.834  0.194
C  -1.535  0.252  -2.983  -0.268
C  -0.175  0.014  -3.345  -0.204
H  0.561  0.988  -3.142  0.226
H  0.006  -0.356  -4.331  0.209
H  -2.092  -0.209  -3.672  0.207
H  -1.652  1.385  -3.168  0.252
H  -2.140  -1.766  -0.495  0.205
H  -2.841  -1.712  -1.972  0.187
H  -0.913  -2.753  -3.123  0.120
H  -0.256  -2.895  -1.594  0.259
H  0.019  -1.603  0.095  0.176
H  1.638  -0.943  2.120  0.228
H  3.710  0.127  1.297  0.206
H  4.607  1.718  -1.774  0.212
H  5.509  0.205  -1.450  0.221
H  5.130  1.372  -0.244  0.211

Values from the calculation:
- LUMO: 0.279 eV
- Net charge: 0
- Molar mass: 310.40 u

---

ii.
Computed, not measured: the molecule C19H22N2O2, with ωB97M-V/def2-TZVPD.

Each line ends with the natural charge from an NBO analysis.
CARTESIAN COORDINATES (ANGSTROEM)
O  1.280  -1.557  -5.075  -0.724
C  2.059  -0.682  -4.304  -0.058
C  1.281  -0.173  -3.089  -0.251
N  0.069  0.471  -3.567  -0.645
H  0.306  1.327  -4.061  0.353
C  -0.931  0.745  -2.556  -0.201
C  -0.547  1.832  -1.531  -0.441
C  -1.526  1.882  -0.410  -0.109
C  -2.492  2.811  -0.162  -0.018
N  -3.181  2.486  0.979  -0.526
C  -2.667  1.331  1.493  0.117
C  -3.006  0.605  2.628  -0.231
C  -2.277  -0.531  2.903  -0.253
C  -1.242  -0.959  2.058  0.257
C  -0.915  -0.253  0.918  -0.263
C  -1.622  0.913  0.636  -0.025
H  -0.131  -0.597  0.263  0.223
O  -0.577  -2.132  2.384  -0.521
C  0.718  -1.944  2.939  -0.092
C  1.687  -1.317  1.970  0.020
C  2.031  0.024  2.078  -0.228
C  2.865  0.611  1.142  -0.204
C  3.357  -0.136  0.085  -0.221
C  3.016  -1.473  -0.031  -0.217
C  2.186  -2.061  0.907  -0.221
H  1.909  -3.100  0.813  0.215
H  3.396  -2.058  -0.856  0.216
H  4.007  0.322  -0.646  0.214
H  3.125  1.656  1.235  0.213
H  1.639  0.613  2.895  0.216
H  1.046  -2.951  3.213  0.198
H  0.646  -1.330  3.849  0.174
H  -2.499  -1.125  3.777  0.223
H  -3.808  0.923  3.277  0.213
H  -3.937  3.018  1.373  0.411
H  -2.739  3.698  -0.714  0.208
H  -0.495  2.803  -2.031  0.206
H  0.440  1.598  -1.124  0.212
H  -1.847  1.047  -3.072  0.195
H  -1.134  -0.191  -2.028  0.194
H  0.983  -1.025  -2.471  0.197
H  1.932  0.479  -2.486  0.173
H  2.947  -1.236  -3.988  0.177
H  2.383  0.177  -4.914  0.145
H  0.386  -1.186  -5.085  0.480

Values from the calculation:
- SMILES: OCCNCCc1c[nH]c2ccc(OCc3ccccc3)cc12
- LUMO: 0.754 eV
- Net charge: 0
- Molar mass: 310.40 u

---

Most stable structure: ii